{
  "formula": "C19H25N4O9PbS2",
  "method": "the ωB97M-V functional and the def2-TZVPD basis",
  "max_force_ha_per_bohr": 0.0096,
  "molar_mass_g_mol": 724.76,
  "orbital_gap_ev": 5.777,
  "energy_ev": -71419.6568,
  "relative_energy_kcal_mol": 42.6,
  "total_charge": -1,
  "lumo_energy_ev": 0.78,
  "elements": ["Pb", "O", "C", "O", "C", "C", "N", "N", "C", "C", "O", "O", "H", "H", "H", "O", "S", "O", "O", "S", "N", "C", "C", "N", "C", "C", "H", "H", "H", "H", "H", "H", "H", "H", "H", "H", "H", "C", "C", "C", "C", "C", "C", "C", "C", "C", "C", "O", "O", "H", "H", "H", "H", "H", "H", "H", "H", "H", "H", "H"],
  "coordinates": [[-1.3773, -1.3472, -0.1830], [4.1352, -0.3082, 2.8363], [3.2519, -0.7434, 3.7120], [3.5223, -0.9022, 4.8833], [1.8882, -1.0625, 3.2069], [0.8937, -1.5449, 4.0285], [-0.1977, -1.7158, 3.2678], [0.0249, -1.3813, 1.9961], [1.2788, -0.9743, 1.9294], [1.8166, -0.5712, 0.5745], [3.0069, -0.2040, 0.5162], [1.0190, -0.6408, -0.3971], [3.7318, -0.2531, 1.9032], [0.9167, -1.7667, 5.0816], [-1.0824, -2.1299, 3.5089], [-2.8945, -5.4941, -0.5523], [-2.4689, -4.1167, -0.5073], [-2.5270, -3.5058, 0.8497], [-3.1679, -3.2251, -1.4627], [-0.4603, -3.9574, -1.0294], [-0.5812, -0.7745, -5.5791], [0.6287, -0.6307, -4.6777], [0.1294, -0.2785, -3.2856], [-0.8538, -1.2277, -2.8239], [-1.9951, -1.4104, -3.6890], [-1.5556, -1.8251, -5.0815], [-0.2966, -0.9676, -6.5354], [-1.0708, 0.1229, -5.5830], [1.2691, 0.1325, -5.1186], [1.1351, -1.5954, -4.6898], [-0.3163, 0.7251, -3.2931], [0.9623, -0.2534, -2.5804], [-0.4592, -2.1390, -2.5523], [-2.5573, -0.4682, -3.7433], [-2.6492, -2.1695, -3.2524], [-2.3654, -1.8860, -5.8075], [-1.0063, -2.7660, -5.0527], [2.1166, 2.4400, 4.1404], [1.1370, 2.3596, 2.9994], [1.5524, 2.5177, 1.6861], [0.6520, 2.4957, 0.6223], [1.1689, 2.6558, -0.7852], [-0.7035, 2.2895, 0.8797], [-1.1428, 2.1069, 2.1975], [-2.6052, 1.9099, 2.5050], [-0.2187, 2.1503, 3.2341], [-1.7075, 2.2367, -0.2682], [-1.9274, 3.2703, -0.9101], [-2.1806, 1.0780, -0.4973], [3.1304, 2.2097, 3.8110], [1.8611, 1.7386, 4.9366], [2.1284, 3.4437, 4.5746], [2.6095, 2.6556, 1.4766], [2.0344, 3.3207, -0.8013], [0.3989, 3.0692, -1.4347], [1.4889, 1.6867, -1.1771], [-3.0435, 1.1474, 1.8621], [-3.1662, 2.8310, 2.3266], [-2.7455, 1.6250, 3.5489], [-0.5658, 2.0184, 4.2559]],
  "forces_ev_per_a": [[-0.2, 0.3, 0.3], [0.0, 0.1, -0.2], [-0.1, -0.2, 0.0], [0.0, 0.1, 0.0], [0.0, 0.1, 0.0], [0.0, 0.0, 0.0], [0.1, 0.0, 0.0], [0.1, 0.0, 0.1], [0.0, -0.1, -0.1], [0.1, 0.1, 0.1], [0.0, -0.1, 0.1], [-0.1, -0.1, 0.0], [0.0, 0.0, 0.0], [0.0, 0.0, 0.0], [0.0, 0.0, 0.0], [0.0, 0.0, 0.0], [0.1, 0.0, 0.2], [0.0, -0.2, -0.2], [0.0, 0.0, 0.0], [-0.1, 0.1, 0.0], [0.0, 0.0, 0.1], [-0.1, 0.0, -0.1], [0.0, 0.1, 0.0], [0.1, -0.2, 0.1], [-0.1, 0.1, 0.0], [0.1, 0.0, 0.0], [0.0, 0.0, 0.0], [0.0, 0.0, 0.0], [0.0, 0.0, 0.0], [0.0, 0.0, 0.0], [0.0, 0.0, 0.0], [0.0, 0.0, 0.0], [0.0, 0.0, 0.0], [0.0, 0.0, 0.0], [0.0, 0.0, 0.0], [0.0, 0.0, 0.0], [0.0, 0.0, 0.0], [0.0, 0.0, 0.0], [0.0, 0.0, 0.0], [0.0, 0.0, 0.0], [0.0, 0.0, 0.0], [0.0, 0.0, 0.0], [-0.1, 0.0, 0.1], [0.1, 0.0, 0.0], [0.0, 0.0, 0.0], [0.0, 0.0, 0.0], [0.4, 0.0, -0.2], [-0.1, -0.1, 0.1], [-0.1, 0.0, -0.2], [0.0, 0.0, 0.0], [0.0, 0.0, 0.0], [0.0, 0.0, 0.0], [0.0, 0.0, 0.0], [0.0, 0.0, 0.0], [0.0, 0.0, 0.0], [0.0, 0.0, 0.0], [0.0, 0.0, 0.0], [0.0, 0.0, 0.0], [0.0, 0.0, 0.0], [0.0, 0.0, 0.0]]
}

---

{
  "formula": "C2H4FP",
  "method": "the ωB97M-V functional and the def2-TZVPD basis",
  "max_force_ha_per_bohr": 0.0857,
  "molar_mass_g_mol": 78.03,
  "orbital_gap_ev": [8.378, 8.282],
  "energy_ev": -14139.5716,
  "relative_energy_kcal_mol": 110.6,
  "total_charge": 0,
  "lumo_energy_ev": [-1.51, -0.94],
  "elements": ["C", "C", "F", "P", "H", "H", "H", "H"],
  "coordinates": [[0.6603, 0.1406, -0.7998], [1.8491, 0.4024, -0.4834], [2.6174, -0.2156, 0.4943], [-2.4433, -0.6795, 1.4184], [-0.2752, -0.4660, -0.6360], [-2.8289, -0.9043, 0.0960], [2.4493, 1.0988, -1.1656], [-2.0287, 0.6236, 1.0761]],
  "forces_ev_per_a": [[-4.1, -1.7, 0.0], [3.9, 1.0, -0.6], [-0.7, 0.6, -0.7], [0.1, 0.0, 0.4], [1.4, 1.0, -0.2], [-0.2, -0.2, -0.5], [-0.5, -0.9, 1.5], [0.1, 0.2, 0.1]]
}

---

{
  "formula": "C4H9NO",
  "method": "the ωB97M-V functional and the def2-TZVPD basis",
  "max_force_ha_per_bohr": 0.0075,
  "molar_mass_g_mol": 87.12,
  "orbital_gap_ev": 8.483,
  "energy_ev": -7831.1633,
  "relative_energy_kcal_mol": 26.7,
  "total_charge": 0,
  "lumo_energy_ev": 0.84,
  "smiles": "CC(C)=C(N)O",
  "elements": ["C", "C", "C", "C", "N", "O", "H", "H", "H", "H", "H", "H", "H", "H", "H"],
  "coordinates": [[-0.3189, 1.7953, -0.1851], [0.1457, 0.3636, -0.1404], [1.2354, -0.0342, -1.1006], [-0.3175, -0.5082, 0.7703], [0.3021, -1.7142, 1.1033], [-1.4682, -0.3349, 1.4992], [0.5315, 2.4602, 0.0259], [-1.0784, 2.0169, 0.5728], [-0.7105, 2.0941, -1.1662], [1.3061, -1.1242, -1.1821], [1.0074, 0.3573, -2.1016], [2.2276, 0.3562, -0.8312], [1.2832, -1.6024, 1.3228], [-0.1868, -2.1889, 1.8511], [-2.0875, 0.1519, 0.9410]],
  "forces_ev_per_a": [[-0.1, 0.1, 0.0], [-0.1, -0.1, 0.2], [0.1, 0.0, 0.0], [0.2, 0.2, -0.3], [0.0, 0.0, 0.1], [-0.1, 0.1, -0.1], [-0.1, -0.1, -0.1], [0.1, 0.0, -0.1], [0.0, -0.1, 0.1], [0.0, 0.2, 0.0], [0.0, 0.0, 0.2], [-0.1, 0.0, 0.0], [-0.1, -0.1, -0.1], [0.0, 0.0, -0.1], [0.1, 0.0, 0.2]]
}

---

{
  "formula": "C41H58O36",
  "method": "the ωB97M-V functional and the def2-TZVPD basis",
  "max_force_ha_per_bohr": 0.1100,
  "molar_mass_g_mol": 1126.88,
  "orbital_gap_ev": 9.965,
  "energy_ev": -117164.0455,
  "relative_energy_kcal_mol": 128.8,
  "total_charge": 0,
  "lumo_energy_ev": -0.15,
  "smiles": "C[C@H]1COC(=O)O1.C[C@H]1COC(=O)O1.C[C@H]1COC(=O)O1.C[C@H]1COC(=O)O1.C[C@H]1COC(=O)O1.O=C1OCCO1.O=C1OCCO1.O=C1OCCO1.O=C1OCCO1.O=C1OCCO1.O=C1OCCO1.O=C1OCCO1",
  "elements": ["C", "C", "C", "O", "C", "O", "O", "H", "H", "H", "H", "H", "H", "C", "C", "C", "O", "C", "O", "O", "H", "H", "H", "H", "H", "H", "C", "C", "C", "O", "C", "O", "O", "H", "H", "H", "H", "H", "H", "C", "C", "C", "O", "C", "O", "O", "H", "H", "H", "H", "H", "H", "C", "C", "C", "O", "C", "O", "O", "H", "H", "H", "H", "H", "H", "O", "C", "O", "C", "C", "O", "H", "H", "H", "H", "O", "C", "O", "C", "C", "O", "H", "H", "H", "H", "O", "C", "O", "C", "C", "O", "H", "H", "H", "H", "O", "C", "O", "C", "C", "O", "H", "H", "H", "H", "O", "C", "O", "C", "C", "O", "H", "H", "H", "H", "O", "C", "O", "C", "C", "O", "H", "H", "H", "H", "O", "C", "O", "C", "C", "O", "H", "H", "H", "H"],
  "coordinates": [[1.3673, 3.1560, -4.9902], [1.1548, 3.1770, -3.4259], [2.1629, 2.3697, -2.5758], [2.7765, 3.3559, -1.8001], [2.1043, 4.5051, -1.8761], [2.1189, 5.4999, -1.1165], [1.2995, 4.4890, -2.9238], [2.3981, 3.1926, -5.3427], [0.7356, 3.9130, -5.4550], [0.8724, 2.2461, -5.3297], [0.1366, 2.9224, -3.1318], [2.9357, 1.9479, -3.2185], [1.6712, 1.5792, -2.0090], [-5.1042, -1.4010, -1.9195], [-5.7248, -1.2747, -0.5002], [-4.8211, -1.6509, 0.7042], [-4.5713, -0.4111, 1.3349], [-5.2131, 0.5683, 0.7020], [-5.1960, 1.7538, 1.0820], [-5.9069, 0.0973, -0.3898], [-4.4489, -2.2666, -2.0168], [-4.3518, -0.6622, -2.1956], [-5.7203, -1.3480, -2.8171], [-6.6986, -1.7643, -0.5033], [-3.8937, -2.1455, 0.4153], [-5.5158, -2.2123, 1.3290], [-4.6229, 1.9109, -4.1293], [-5.7687, 2.7820, -4.6954], [-5.4722, 4.2596, -4.6029], [-5.2586, 4.7184, -5.9268], [-5.8023, 3.7833, -6.7417], [-6.1293, 3.9850, -7.9362], [-5.8983, 2.5580, -6.0627], [-3.6723, 2.0672, -4.6391], [-4.9159, 0.9082, -4.4407], [-4.3708, 2.1425, -3.0945], [-6.7301, 2.8398, -4.1848], [-4.5277, 4.5103, -4.1200], [-6.2970, 4.6995, -4.0422], [3.1514, -2.9410, 3.2473], [2.5349, -3.9008, 4.3075], [3.4906, -4.9512, 4.8293], [3.2647, -4.9909, 6.2223], [2.5989, -3.8383, 6.5674], [2.4311, -3.4242, 7.7057], [2.3027, -3.1584, 5.4445], [2.6170, -1.9931, 3.1835], [3.2068, -3.3287, 2.2301], [4.1623, -2.6833, 3.5632], [1.5993, -4.3555, 3.9821], [4.5571, -4.8100, 4.6543], [3.2900, -5.8515, 4.2484], [1.2479, -0.9014, 0.3214], [-0.1310, -0.2527, 0.4543], [-0.0751, 1.2697, 0.5824], [-1.0742, 1.7686, -0.2439], [-1.3680, 0.8068, -1.1586], [-2.0946, 0.9243, -2.0823], [-0.7379, -0.2906, -0.8201], [1.1865, -1.9344, -0.0210], [1.7885, -0.9076, 1.2679], [1.9196, -0.4050, -0.3789], [-0.7882, -0.7503, 1.1675], [0.8518, 1.7153, 0.2214], [-0.1471, 1.3965, 1.6626], [4.4705, 0.4493, -0.3144], [5.2566, 1.2500, 0.2116], [6.3703, 0.8798, 0.9888], [6.9998, 2.0759, 1.4474], [5.9944, 3.1664, 1.1293], [5.1339, 2.5897, 0.2240], [7.0564, 2.0226, 2.5346], [8.0235, 2.1488, 1.0802], [6.4831, 3.9451, 0.5437], [5.4716, 3.6811, 1.9355], [-2.7449, 6.3910, -2.5357], [-3.3932, 5.8119, -1.6581], [-4.6219, 5.3443, -1.7087], [-5.0507, 4.7109, -0.5077], [-3.7038, 4.6406, 0.3350], [-2.8578, 5.5311, -0.4134], [-5.8054, 5.3127, -0.0013], [-5.4520, 3.7500, -0.8297], [-3.2111, 3.6684, 0.3481], [-3.6623, 5.1813, 1.2805], [3.1805, -1.3304, -4.3532], [1.9404, -1.3667, -4.2718], [1.1035, -0.4401, -4.6014], [-0.2078, -0.7280, -4.3960], [-0.0799, -2.0948, -3.6853], [1.3375, -2.3446, -3.6738], [-0.6018, 0.0743, -3.7722], [-0.7489, -0.8749, -5.3307], [-0.4067, -2.8925, -4.3524], [-0.5281, -2.0924, -2.6917], [1.2308, 3.4395, 2.2823], [1.9890, 2.7265, 2.9000], [3.0446, 3.1551, 3.6623], [3.7405, 2.1268, 4.1446], [3.1342, 0.9003, 3.5020], [2.0423, 1.4204, 2.8342], [4.7913, 1.9976, 3.8852], [3.6248, 2.0133, 5.2225], [2.7715, 0.1918, 4.2467], [3.8010, 0.4126, 2.7909], [-0.5544, -1.1048, 3.7090], [-0.4848, -0.5182, 4.7797], [-0.2378, 0.8059, 4.9389], [0.3165, 0.9694, 6.2204], [-0.1493, -0.2163, 6.9993], [-0.4576, -1.1291, 5.9442], [1.4063, 0.9538, 6.2051], [-0.2632, 1.8008, 6.6214], [-1.0582, 0.0258, 7.5500], [0.6636, -0.5638, 7.6369], [-4.3618, -4.3749, -0.7212], [-3.1574, -4.6203, -0.7626], [-2.0545, -3.6985, -0.7775], [-0.7943, -4.4515, -0.6575], [-1.2901, -5.8703, -0.3897], [-2.6220, -5.8174, -0.7399], [-0.3286, -4.4182, -1.6424], [-0.3919, -4.0151, 0.2567], [-1.0889, -6.2866, 0.5973], [-0.7335, -6.6387, -0.9263], [2.0799, -6.2805, 1.6901], [2.8314, -5.7560, 0.8674], [2.4238, -5.3692, -0.3657], [3.4239, -4.6731, -1.1347], [4.5912, -4.9110, -0.1482], [4.1261, -5.5679, 0.9573], [3.8296, -5.1945, -2.0017], [3.2524, -3.6024, -1.2457], [4.8489, -3.8871, 0.1225], [5.4322, -5.4483, -0.5866]],
  "forces_ev_per_a": [[-1.4, -0.5, 1.4], [0.1, -0.1, -1.3], [0.0, -0.2, -1.9], [0.7, 0.2, 1.8], [-0.9, 4.2, 2.5], [1.0, -3.8, -2.2], [-0.2, 0.5, -0.5], [-0.1, 0.1, 0.3], [0.4, 0.4, 0.2], [0.5, -0.4, -0.1], [-0.2, -0.4, -0.5], [-0.1, -0.3, 0.1], [0.2, 0.1, 0.4], [1.6, -0.9, -0.5], [1.2, -0.6, -2.9], [-1.5, -0.4, -0.9], [0.3, 0.4, 0.0], [-0.7, 3.4, 0.5], [-0.1, -3.5, -1.5], [0.1, 2.5, 2.5], [-0.6, -0.6, 0.1], [-0.1, 0.9, 0.9], [-0.8, -0.3, 0.5], [0.1, -0.1, 0.3], [-0.2, 0.0, 0.3], [0.9, -0.5, 0.5], [-0.9, 0.2, -0.9], [1.6, 1.0, 1.3], [1.9, 0.9, 1.0], [-1.6, -0.6, -0.9], [-0.8, 0.2, -3.8], [1.4, -1.2, 4.8], [-0.7, 1.2, -2.2], [-0.2, 0.5, -0.5], [0.2, -0.5, 1.0], [-0.6, -0.7, 0.2], [-0.2, -1.9, 0.0], [-0.2, -0.2, 0.5], [0.1, 0.9, -0.6], [-0.1, -0.2, 0.4], [1.1, 0.4, -1.9], [0.5, -0.9, -1.5], [-1.0, 0.4, 0.6], [0.9, 0.6, 1.9], [0.1, -1.2, -2.7], [-1.0, 1.5, 2.0], [-0.4, -0.2, 0.2], [-0.1, -0.3, 0.2], [0.1, -0.1, 0.0], [0.0, 0.0, -0.2], [0.1, 0.7, 0.1], [-0.3, -0.6, 0.8], [0.1, -0.2, 0.4], [1.4, 0.7, -1.0], [1.6, -0.8, 2.0], [-1.5, 0.3, -0.6], [0.2, 0.9, 1.8], [-0.6, 0.3, -1.1], [-0.4, -2.6, -1.8], [-0.3, -0.1, 0.1], [-0.2, 0.0, 0.2], [-0.3, 0.4, -0.1], [0.1, 0.1, 0.1], [0.3, -0.3, 0.3], [-0.6, 1.2, -0.3], [2.7, 2.5, 1.6], [-1.4, -2.2, -0.2], [-1.5, 0.3, -1.3], [-0.2, -0.4, 1.8], [1.9, 1.9, -1.0], [-1.8, -1.9, -1.1], [0.3, -0.3, 0.1], [-0.3, 0.2, -0.5], [0.2, 0.3, 0.3], [-0.1, -0.6, 0.3], [-2.4, -1.7, 2.2], [3.5, 1.2, -0.2], [-1.0, 0.3, -1.0], [1.2, -0.4, 0.9], [-0.1, 1.0, -1.0], [0.0, 0.3, -1.8], [0.0, 0.0, -0.2], [0.1, 0.0, 0.5], [-0.4, 0.0, 0.2], [-0.9, -0.9, 0.4], [-3.2, 0.3, -0.4], [5.6, -0.1, 0.7], [2.0, 3.0, -2.2], [-1.6, -1.2, 1.1], [-0.5, -0.5, -0.7], [-1.3, -1.4, 1.4], [-0.5, -0.3, -0.2], [0.0, 0.5, 0.0], [-0.9, 0.0, 0.5], [0.2, -0.3, 0.0], [1.3, -1.2, 1.7], [-0.5, 2.5, -1.7], [-1.3, 3.0, -1.1], [1.6, -3.5, 1.7], [0.1, -1.1, 0.5], [-1.7, -1.2, -1.1], [0.3, 1.3, 0.1], [0.2, 0.5, 0.2], [0.1, -0.3, -0.1], [-0.1, -0.1, 0.0], [-0.4, 1.4, 1.8], [1.0, -0.9, -2.5], [-0.1, -0.7, -1.2], [-1.0, 0.9, 0.8], [-0.2, -0.2, 0.0], [-0.2, -1.2, 1.0], [0.0, 0.8, -0.2], [1.3, 0.7, 0.2], [0.1, -0.4, 0.2], [-0.4, -0.6, 0.0], [3.7, -0.3, -0.4], [-0.5, 2.0, 0.5], [-2.0, -1.0, -0.1], [-2.0, 0.2, 0.5], [2.2, -0.6, 0.2], [-1.8, -2.0, -0.2], [0.7, 0.5, 0.5], [1.1, 0.0, -0.7], [-0.7, 0.8, 0.7], [-0.4, 0.3, -1.0], [2.0, 1.6, -1.8], [-2.5, -1.6, 0.5], [-1.7, 0.3, -0.9], [1.8, -1.5, 1.9], [1.5, 2.7, -1.5], [0.0, -0.8, 2.1], [-1.5, 0.1, -0.6], [-0.6, -0.4, -0.3], [1.0, -0.2, 0.4], [-0.1, 0.1, 0.2]]
}

---

{
  "formula": "C2H2O3S",
  "method": "the ωB97M-V functional and the def2-TZVPD basis",
  "max_force_ha_per_bohr": 0.0376,
  "molar_mass_g_mol": 106.10,
  "orbital_gap_ev": 10.285,
  "energy_ev": -19083.8700,
  "relative_energy_kcal_mol": 13.3,
  "total_charge": 0,
  "lumo_energy_ev": -0.18,
  "smiles": "O=C(O)C(=O)S",
  "elements": ["O", "C", "O", "C", "O", "S", "H", "H"],
  "coordinates": [[1.3556, 1.1784, 0.7969], [0.4595, 0.5860, 0.2321], [-0.6423, 1.1543, -0.2984], [0.5255, -0.9507, -0.0228], [1.5549, -1.5129, -0.0076], [-1.0136, -1.7914, -0.1452], [-0.5234, 2.0869, -0.0983], [-1.7161, -0.7506, -0.4567]],
  "forces_ev_per_a": [[-1.6, -0.7, -0.8], [1.5, 0.3, 0.2], [0.6, -0.2, 0.4], [-1.4, 1.2, 0.4], [1.6, -0.8, 0.0], [0.4, -1.4, 0.1], [-0.3, 0.6, -0.1], [-0.8, 1.0, -0.2]]
}